Formula: C37H32Br2F8NO4S2
Source: OMol25
Level of theory: ωB97M-V/def2-TZVPD

XYZ file:
```
86
C37H32Br2F8NO4S2 (ωB97M-V/def2-TZVPD)
C 3.294 0.893 0.645
C 2.192 1.287 0.901
C 0.849 1.643 1.423
S 0.155 2.927 0.335
O 1.119 3.999 0.302
O 0.062 2.317 -0.975
N -1.359 3.396 0.765
S -1.731 3.174 2.326
O -2.901 3.996 2.583
O -0.696 3.548 3.270
C -2.308 1.466 2.625
C -3.531 1.185 1.718
C -3.187 0.398 0.439
F -1.898 0.497 0.096
Br -3.607 -1.520 0.694
C -4.034 0.967 -0.771
F -5.279 1.214 -0.363
F -3.490 2.039 -1.276
Br -4.176 -0.347 -2.250
H 4.261 0.466 0.519
H 0.971 1.954 2.461
H 0.258 0.724 1.335
H -2.680 1.450 3.649
H -1.525 0.719 2.528
H -4.283 0.622 2.281
H -4.017 2.140 1.472
F 6.953 -1.221 -1.598
C 5.817 -1.469 -2.284
C 5.016 -0.412 -2.667
C 3.851 -0.667 -3.375
C 3.497 -1.975 -3.682
C 4.312 -3.028 -3.286
C 5.484 -2.774 -2.587
H 5.303 0.600 -2.411
H 3.218 0.153 -3.685
H 2.585 -2.173 -4.230
H 4.035 -4.048 -3.522
H 6.136 -3.580 -2.277
F -3.678 2.802 4.960
C -4.526 3.658 5.549
C -5.235 3.248 6.662
C -6.109 4.138 7.273
C -6.269 5.417 6.757
C -5.550 5.809 5.633
C -4.668 4.928 5.025
H -5.102 2.244 7.044
H -6.665 3.833 8.150
H -6.954 6.109 7.232
H -5.678 6.805 5.228
H -4.092 5.213 4.154
F -5.197 -1.100 -5.443
C -5.087 0.040 -6.150
C -3.915 0.766 -6.077
C -3.802 1.939 -6.809
C -4.863 2.374 -7.594
C -6.035 1.634 -7.652
C -6.149 0.455 -6.929
H -3.104 0.416 -5.453
H -2.887 2.514 -6.766
H -4.773 3.292 -8.161
H -6.863 1.975 -8.260
H -7.052 -0.141 -6.967
F -0.224 0.823 4.230
C 0.266 -0.073 5.099
C 1.631 -0.285 5.151
C 2.136 -1.209 6.053
C 1.274 -1.916 6.882
C -0.095 -1.695 6.813
C -0.605 -0.764 5.919
H 2.285 0.271 4.491
H 3.203 -1.379 6.110
H 1.670 -2.640 7.583
H -0.768 -2.248 7.455
H -1.668 -0.571 5.856
F 5.511 -7.166 -5.081
C 6.775 -6.802 -4.798
C 7.124 -5.467 -4.862
C 8.426 -5.092 -4.565
C 9.364 -6.055 -4.218
C 8.999 -7.394 -4.163
C 7.695 -7.772 -4.450
H 6.381 -4.731 -5.142
H 8.708 -4.048 -4.605
H 10.381 -5.761 -3.991
H 9.731 -8.145 -3.897
H 7.389 -8.809 -4.403
```

Properties
E (eV): -232061.9665
2S+1: 1
Kohn-Sham gap (Eh): 0.293
Total charge: -1
HOMO level (eV): -5.892